Entry 1:
23
Properties=species:S:1:pos:R:3 method="wB97M-V/def2-TZVPD" e_lumo_ev=0.72 smiles=C[C@@H]1C[C@@H]1C.CNC#N
C -0.739 0.268 -0.688
C -1.211 -0.369 0.769
C -2.152 0.308 -0.164
C -0.505 -0.561 -1.928
C -1.090 -1.829 0.930
H -0.263 1.241 -0.711
H -0.873 0.214 1.619
H -2.877 -0.328 -0.658
H -2.550 1.270 0.136
H 0.519 -0.935 -2.002
H -1.453 -2.154 1.900
H -0.711 0.019 -2.821
H -1.138 -1.448 -1.957
H 0.030 -2.054 0.877
H -1.573 -2.384 0.131
C 1.974 1.958 0.944
N 2.228 0.915 -0.036
C 1.804 -0.333 0.183
N 1.799 -1.478 0.403
H 3.109 0.981 -0.527
H 1.036 1.756 1.464
H 2.765 2.026 1.703
H 1.872 2.919 0.432

=====

Entry 2:
16
Properties=species:S:1:pos:R:3 method="wB97M-V/def2-TZVPD" e_lumo_ev=0.30
C 0.258 1.631 0.530
C -0.067 0.510 -0.440
C 1.083 -0.515 -0.134
C -1.539 -0.063 -0.262
H -0.596 2.322 0.652
H 0.446 1.119 1.566
H 1.050 2.277 0.299
H 0.192 0.979 -1.471
H 1.081 -1.021 0.839
H 2.009 0.167 -0.057
H 2.151 -2.481 -0.864
H -2.262 0.731 -0.220
H -1.748 -0.845 -1.010
H -1.765 -2.112 0.830
O -1.392 -0.855 1.048
S 1.101 -1.845 -1.305

=====

Entry 3:
14
Properties=species:S:1:pos:R:3 method="wB97M-V/def2-TZVPD" e_lumo_ev=0.66 smiles="O=C[C@]1(CO)CN1"
O -1.239 1.241 1.404
C -0.896 1.121 0.043
C 0.104 -0.032 -0.220
C 0.692 -0.909 0.832
N -0.524 -1.319 0.142
C 1.051 0.148 -1.376
O 1.870 -0.669 -1.735
H -1.615 0.383 1.655
H -1.814 0.935 -0.557
H -0.523 2.099 -0.304
H 0.626 -0.600 1.869
H 1.563 -1.531 0.619
H -0.326 -2.037 -0.558
H 1.032 1.171 -1.814

=====

Entry 4:
46
Properties=species:S:1:pos:R:3 method="wB97M-V/def2-TZVPD" e_lumo_ev=0.14 smiles="CCOc1cc(S(=O)(=O)NCc2ccco2)c(OCC)cc1-n1cnnn1"
C -1.797 -4.250 0.867
C -1.984 -3.401 -0.385
H -2.867 -3.736 -0.936
H -1.111 -3.470 -1.042
O -2.268 -2.044 -0.084
C -1.271 -1.215 0.273
C 0.078 -1.542 0.381
C 1.002 -0.593 0.753
C 0.648 0.719 1.060
C -0.697 1.061 0.963
C -1.629 0.113 0.565
N -2.968 0.503 0.418
C -3.766 1.191 1.273
N -4.931 1.353 0.707
N -4.843 0.777 -0.487
N -3.704 0.269 -0.677
H -3.477 1.519 2.248
H -1.041 2.062 1.169
O 1.663 1.545 1.397
C 1.394 2.862 1.857
C 1.190 3.855 0.718
H 1.124 4.861 1.123
H 0.282 3.641 0.162
H 2.030 3.805 0.030
H 0.537 2.860 2.540
H 2.288 3.130 2.427
S 2.730 -1.082 0.849
O 2.836 -2.389 0.273
O 3.193 -0.877 2.185
N 3.565 -0.035 -0.134
H 3.483 0.908 0.215
C 3.333 -0.180 -1.557
C 1.959 0.229 -1.981
C 0.913 -0.494 -2.473
C -0.165 0.412 -2.626
C 0.306 1.617 -2.214
O 1.589 1.521 -1.822
H -0.149 2.587 -2.171
H -1.150 0.192 -2.983
H 0.918 -1.539 -2.703
H 3.473 -1.239 -1.779
H 4.092 0.408 -2.084
H 0.460 -2.526 0.168
H -2.677 -4.173 1.500
H -0.930 -3.927 1.437
H -1.660 -5.289 0.582